Record 1
Below is a structure of composition C8H23BMnO5 in a non-equilibrium geometry, with properties calculated with wB97M-V/def2-TZVPD.

Results
- total charge = -2
- spin multiplicity = 6
- E_HOMO (spin up / spin down) (eV) = 0.507 / -0.111
- LUMO energy (spin up / spin down) (eV) = 5.37 / 5.33
- relative energy (zero: lowest compared OMol25 entry of this formula, charge and spin) (kJ/mol) = 0.00

Last column: Löwdin spin population.
Geometry (Å):
Mn -0.593 0.696 -0.183  4.665
C 3.538 -0.199 -0.760  0.002
C 2.300 0.389 -1.461  0.006
O 1.527 1.132 -0.614  0.040
H 4.028 -0.970 -1.372  0.001
H 3.248 -0.618 0.205  0.000
H 4.225 0.632 -0.572  0.000
H 1.714 -0.434 -1.932  0.001
H 2.655 1.024 -2.305  0.001
O -2.543 0.379 0.555  0.057
C -2.649 1.226 1.648  0.007
C -1.919 2.574 1.537  0.007
O -0.708 2.554 0.870  0.065
H -2.303 0.716 2.591  0.000
H -3.735 1.408 1.823  0.001
H -1.848 3.020 2.560  0.001
H -2.595 3.269 0.972  0.001
B -1.444 1.226 -2.580  0.033
H -2.305 1.760 -3.268  0.006
H -1.838 0.154 -2.150  0.007
H -0.417 1.093 -3.245  0.004
H -1.165 1.967 -1.655  0.007
C 1.133 0.380 2.431  0.004
O 0.226 -0.295 1.587  0.032
C 0.489 -1.659 1.506  0.004
C -0.328 -2.335 0.410  0.003
O -0.322 -1.530 -0.742  0.034
C -0.686 -2.234 -1.908  0.005
H 2.144 0.309 2.014  0.000
H 1.107 -0.078 3.432  0.001
H 0.843 1.428 2.430  0.000
H 0.262 -2.128 2.480  0.001
H 1.556 -1.860 1.321  0.000
H -1.362 -2.479 0.746  0.000
H 0.148 -3.311 0.238  0.001
H -0.812 -1.496 -2.695  0.001
H -1.655 -2.733 -1.762  0.000
H 0.085 -2.977 -2.153  0.001



Record 2
Below is a cluster of 10 separate species, C48H126N10O14 in total in a non-equilibrium geometry, with properties calculated with wB97M-V/def2-TZVPD.

Results
- structure (SMILES) = COC[C@H](C)N.COC[C@H](C)N.COC[C@H](C)N.COC[C@H](C)N.COC[C@H](C)N.COC[C@H](C)N.COCCNCCOC.COCCNCCOC.COCCNCCOC.COCCNCCOC
- spin multiplicity = 1
- E_HOMO (eV) = -8.502
- LUMO energy (eV) = 0.45
- relative energy (zero: lowest compared OMol25 entry of this formula, charge and spin) (kJ/mol) = 352.47

Last column: Löwdin charge in e.
Geometry (Å):
C 10.731 16.602 9.666  -0.093
O 11.037 16.947 11.009  -0.180
C 12.377 17.256 11.218  -0.253
C 12.931 18.489 10.512  -0.230
N 14.118 18.963 11.183  -0.078
C 14.392 20.397 11.102  -0.194
C 13.855 21.139 12.309  -0.220
O 14.694 20.838 13.418  -0.181
C 14.400 21.637 14.504  -0.141
H 9.682 16.845 9.501  0.088
H 10.815 15.517 9.534  0.090
H 11.364 17.153 8.975  0.076
H 13.003 16.386 10.918  0.130
H 12.632 17.281 12.282  0.122
H 12.147 19.267 10.529  0.126
H 13.152 18.253 9.467  0.108
H 14.312 18.591 12.099  0.102
H 14.003 20.754 10.151  0.120
H 15.481 20.508 11.098  0.111
H 12.821 20.837 12.533  0.128
H 13.880 22.234 12.173  0.115
H 15.109 21.466 15.312  0.072
H 13.387 21.522 14.914  0.097
H 14.521 22.705 14.267  0.073
C 16.739 26.742 19.456  -0.104
O 15.554 25.991 19.640  -0.232
C 15.478 25.316 20.910  -0.197
C 14.167 25.659 21.562  -0.218
N 14.002 27.094 21.621  -0.045
C 12.677 27.510 22.049  -0.226
C 12.504 29.002 21.780  -0.205
O 12.758 29.380 20.438  -0.185
C 11.849 28.834 19.544  -0.136
H 16.809 27.564 20.186  0.092
H 16.701 27.181 18.459  0.083
H 17.663 26.177 19.597  0.081
H 16.315 25.559 21.575  0.126
H 15.605 24.249 20.697  0.098
H 14.202 25.222 22.566  0.126
H 13.349 25.170 21.003  0.107
H 14.181 27.498 20.707  0.101
H 12.693 27.490 23.151  0.122
H 11.912 26.786 21.740  0.110
H 13.238 29.524 22.385  0.125
H 11.475 29.281 22.046  0.124
H 11.683 27.759 19.682  0.068
H 12.154 29.052 18.524  0.091
H 10.844 29.277 19.673  0.095
C 13.935 17.749 25.441  -0.093
O 13.554 18.229 26.717  -0.211
C 12.265 17.761 27.038  -0.228
C 11.883 18.220 28.428  -0.230
N 12.102 19.632 28.604  -0.043
C 11.701 20.115 29.938  -0.188
C 10.221 20.033 30.210  -0.236
O 9.888 18.727 30.636  -0.218
C 8.546 18.587 31.001  -0.121
H 13.574 16.749 25.203  0.092
H 15.009 17.818 25.288  0.061
H 13.547 18.482 24.714  0.082
H 12.263 16.665 27.041  0.123
H 11.503 18.134 26.342  0.125
H 12.293 17.524 29.186  0.130
H 10.819 17.999 28.577  0.115
H 13.116 19.748 28.605  0.075
H 12.075 21.117 30.132  0.118
H 12.154 19.441 30.689  0.126
H 9.612 20.323 29.342  0.131
H 9.977 20.710 31.043  0.122
H 7.912 18.684 30.113  0.090
H 8.251 19.280 31.799  0.088
H 8.431 17.591 31.429  0.087
C 20.723 21.059 26.376  -0.107
O 20.327 21.857 25.281  -0.185
C 19.792 21.071 24.235  -0.247
C 19.239 22.012 23.175  -0.200
N 20.268 22.179 22.147  -0.054
C 19.864 23.017 21.058  -0.228
C 20.943 23.161 20.009  -0.291
O 21.852 24.114 20.394  -0.179
C 22.751 24.475 19.374  -0.103
H 19.846 20.803 26.986  0.084
H 21.482 21.522 27.001  0.083
H 21.139 20.106 26.019  0.086
H 18.940 20.535 24.675  0.091
H 20.465 20.388 23.709  0.110
H 18.996 22.961 23.674  0.125
H 18.346 21.543 22.761  0.095
H 21.098 22.474 22.652  0.125
H 19.534 24.031 21.319  0.122
H 19.040 22.499 20.550  0.109
H 20.462 23.321 19.026  0.123
H 21.455 22.202 19.826  0.103
H 22.279 25.160 18.667  0.089
H 23.167 23.566 18.926  0.088
H 23.581 24.985 19.865  0.087
C 12.312 26.021 13.378  -0.057
C 12.128 25.047 14.530  -0.453
C 12.314 25.666 15.869  -0.239
O 12.446 24.712 16.899  -0.173
C 12.745 25.337 18.135  -0.097
N 10.774 24.436 14.428  0.041
H 11.942 25.597 12.444  0.074
H 13.376 26.226 13.240  0.069
H 11.724 26.921 13.566  0.084
H 12.863 24.237 14.433  0.114
H 11.449 26.318 16.077  0.138
H 13.193 26.331 15.808  0.134
H 13.819 25.259 18.327  0.072
H 12.115 24.939 18.927  0.089
H 12.601 26.426 18.133  0.067
H 10.783 23.806 13.626  0.063
H 10.671 23.767 15.194  0.068
C 14.121 19.354 21.010  -0.079
C 15.236 20.325 20.764  -0.402
C 15.038 20.957 19.366  -0.211
O 15.605 22.223 19.230  -0.196
C 15.640 22.594 17.887  -0.110
N 15.260 21.339 21.833  0.078
H 14.173 18.571 20.236  0.087
H 13.131 19.791 20.875  0.083
H 14.201 18.850 21.966  0.049
H 16.181 19.773 20.728  0.131
H 13.962 21.043 19.151  0.130
H 15.490 20.257 18.650  0.130
H 16.299 21.968 17.289  0.084
H 15.884 23.653 17.799  0.075
H 14.611 22.545 17.495  0.090
H 16.159 21.504 22.256  0.050
H 14.965 22.225 21.441  0.054
C 19.707 17.473 23.170  -0.054
C 18.273 17.852 23.405  -0.432
C 17.330 16.839 22.763  -0.231
O 15.960 17.120 22.888  -0.204
C 15.179 16.267 22.092  -0.117
N 17.987 18.008 24.856  0.062
H 20.022 16.526 23.608  0.086
H 20.339 18.292 23.500  0.058
H 19.855 17.361 22.090  0.075
H 18.017 18.763 22.851  0.134
H 17.549 15.813 23.105  0.136
H 17.560 16.849 21.681  0.122
H 14.180 16.685 22.016  0.076
H 15.078 15.279 22.565  0.094
H 15.630 16.108 21.106  0.092
H 18.053 17.076 25.279  0.083
H 16.960 18.070 24.871  0.037
C 16.554 21.544 26.033  -0.052
C 15.089 21.833 26.318  -0.420
C 14.226 21.750 25.089  -0.210
O 12.918 22.245 25.369  -0.179
C 11.911 21.532 24.736  -0.127
N 14.576 20.955 27.413  0.049
H 17.204 21.603 26.902  0.077
H 16.887 22.144 25.185  0.071
H 16.590 20.474 25.774  0.068
H 14.981 22.829 26.773  0.140
H 14.233 20.698 24.761  0.111
H 14.590 22.336 24.235  0.109
H 11.767 20.551 25.206  0.079
H 12.040 21.463 23.652  0.086
H 10.982 22.080 24.920  0.088
H 13.727 21.434 27.718  0.057
H 14.161 20.126 26.965  0.036
C 19.578 19.867 18.548  -0.049
C 20.913 19.176 18.245  -0.447
C 20.802 18.078 17.212  -0.233
O 20.082 16.976 17.671  -0.165
C 20.781 16.176 18.599  -0.114
N 21.849 20.275 17.924  0.037
H 19.725 20.582 19.354  0.055
H 18.824 19.132 18.827  0.078
H 19.327 20.423 17.639  0.081
H 21.217 18.823 19.240  0.134
H 21.796 17.863 16.792  0.125
H 20.241 18.496 16.365  0.132
H 20.954 15.200 18.110  0.089
H 20.151 15.942 19.457  0.079
H 21.783 16.467 18.919  0.090
H 21.489 20.686 17.060  0.075
H 22.772 19.919 17.681  0.072
C 16.887 23.493 11.683  -0.061
C 16.653 25.001 11.805  -0.433
C 17.324 25.570 13.024  -0.220
O 16.845 24.923 14.191  -0.198
C 17.339 25.507 15.372  -0.112
N 17.114 25.720 10.609  0.045
H 16.593 22.988 12.607  0.067
H 17.933 23.244 11.454  0.083
H 16.381 22.998 10.846  0.071
H 15.570 25.126 11.891  0.132
H 16.962 26.611 13.056  0.126
H 18.417 25.551 12.956  0.134
H 17.331 26.600 15.336  0.088
H 18.379 25.184 15.574  0.093
H 16.801 25.091 16.225  0.067
H 17.805 25.211 10.084  0.065
H 16.315 25.979 10.055  0.066



Record 3
Below is a structure of composition C6H9NO2 in a non-equilibrium geometry, with properties calculated with wB97M-V/def2-TZVPD.

Results
- spin multiplicity = 1
- E_HOMO (eV) = -9.028
- LUMO energy (eV) = -0.89
- relative energy (zero: lowest compared OMol25 entry of this formula, charge and spin) (kJ/mol) = 439.56

Last column: Löwdin charge in e.
Geometry (Å):
C -0.938 -0.268 -0.172  -0.494
C -1.126 1.042 0.230  0.096
C -1.451 -1.445 0.616  -0.013
C 1.859 -0.314 -0.627  -0.016
C 0.965 -0.092 0.560  -0.392
O -0.872 -0.579 -1.522  0.017
C 0.993 2.011 0.415  -0.234
O 1.066 -0.454 1.677  0.123
N 1.365 3.109 0.368  0.019
H -0.789 0.223 -2.052  0.112
H -1.241 1.853 -0.474  0.096
H -1.325 1.264 1.266  0.112
H -1.374 -1.258 1.684  0.090
H -2.493 -1.628 0.352  0.096
H -0.876 -2.338 0.370  0.095
H 1.826 -1.380 -0.861  0.103
H 2.865 -0.013 -0.342  0.107
H 1.548 0.267 -1.486  0.083



Record 4
Below is a structure of composition C28H30F3N6O4SSe2Tc in a non-equilibrium geometry, with properties calculated with wB97M-V/def2-TZVPD.

Results
- total charge = -1
- spin multiplicity = 2
- E_HOMO (spin up / spin down) (eV) = -4.699 / -4.571
- LUMO energy (spin up / spin down) (eV) = 1.27 / 1.37

Last column: Löwdin spin population.
Geometry (Å):
Tc 0.606 1.517 -0.113  0.574
N -2.576 -7.126 1.568  0.000
C -2.291 -5.833 1.114  0.000
C -3.299 -4.880 0.996  0.000
C -3.010 -3.599 0.565  0.000
C -1.710 -3.271 0.194  0.000
C -0.714 -4.244 0.236  0.000
C -0.999 -5.506 0.708  0.000
S -0.373 -1.249 1.032  0.000
O 0.257 -2.321 1.773  -0.001
O -1.382 -1.997 -0.142  0.000
N 0.802 -0.528 0.094  -0.002
C 1.913 -1.226 -0.185  0.000
N 1.806 -2.481 -0.637  0.000
C 2.920 -3.112 -0.936  0.001
C 4.169 -2.527 -0.829  0.000
C 4.180 -1.233 -0.326  0.001
N 3.085 -0.602 0.021  0.006
H -3.383 -7.189 2.172  0.000
H -1.775 -7.593 1.965  0.000
H -4.309 -5.133 1.289  0.000
H -3.785 -2.846 0.527  0.000
H 0.280 -3.964 -0.076  0.000
H -0.217 -6.250 0.783  0.000
H 2.800 -4.135 -1.277  0.000
H 5.069 -3.049 -1.106  0.000
H 5.102 -0.684 -0.179  0.000
C -0.959 1.217 -2.955  0.002
N -0.951 1.246 -1.501  -0.001
C -2.063 0.913 -0.921  0.004
C -2.162 0.879 0.475  -0.003
C -3.189 0.419 1.315  0.006
C -2.693 0.508 2.604  -0.002
C -1.399 1.023 2.498  0.010
N -1.077 1.252 1.223  -0.006
C -1.467 -0.116 -3.441  0.000
C -2.679 -0.231 -4.109  0.000
C -3.171 -1.476 -4.462  0.000
C -2.458 -2.616 -4.134  0.000
C -1.252 -2.510 -3.462  0.000
C -0.757 -1.266 -3.117  0.000
H 0.057 1.380 -3.312  0.000
H -1.587 2.036 -3.332  0.000
H -2.933 0.638 -1.516  0.000
H -4.154 0.069 0.992  0.000
H -3.195 0.246 3.517  0.000
H -0.696 1.181 3.297  0.003
H -3.242 0.659 -4.357  0.000
H -4.117 -1.556 -4.981  0.000
H -2.848 -3.588 -4.403  0.000
H -0.699 -3.400 -3.198  0.000
H 0.180 -1.185 -2.588  0.000
O -0.382 3.963 2.485  0.008
C 0.774 4.496 3.041  0.004
C 1.935 4.739 2.043  0.006
C 2.736 5.935 2.629  0.001
O 3.843 6.346 1.873  0.000
C 1.415 5.163 0.673  0.009
Se 0.229 3.941 -0.386  0.096
C 2.904 3.554 1.957  0.023
Se 2.208 1.678 1.722  0.237
H -0.232 3.035 2.250  0.003
H 1.151 3.872 3.863  0.002
H 0.460 5.459 3.456  0.000
H 3.050 5.661 3.648  0.000
H 2.087 6.813 2.689  0.000
H 4.401 5.577 1.701  0.000
H 2.258 5.383 0.019  0.003
H 0.810 6.064 0.778  0.000
H 3.496 3.499 2.876  0.000
H 3.574 3.682 1.104  0.005
F 2.225 0.450 -2.350  -0.001
C 2.106 1.601 -1.616  0.006
F 1.912 2.546 -2.607  0.003
F 3.383 1.882 -1.212  0.004



Record 5
Below is an isolated molecule of C2H4ClOP in a non-equilibrium geometry, with properties calculated with wB97M-V/def2-TZVPD.

Results
- structure (SMILES) = O=CPCCl
- spin multiplicity = 1
- E_HOMO (eV) = -9.690
- LUMO energy (eV) = 0.31
- relative energy (zero: lowest compared OMol25 entry of this formula, charge and spin) (kJ/mol) = 207.64

Last column: Löwdin charge in e.
Geometry (Å):
C 1.018 -0.437 -1.105  -0.516
C -0.912 0.010 0.760  -0.868
O 2.191 -0.537 -1.389  -0.022
P 0.273 1.025 -0.303  0.892
Cl -2.593 0.472 0.507  0.467
H 0.279 -1.158 -1.391  0.061
H -0.656 0.530 1.664  -0.010
H -0.708 -1.137 0.555  0.084
H 1.108 1.233 0.703  -0.088